A single CH5F2N2O2PS molecule, computed with wB97M-V/def2-TZVPD.

Results
* E_tot: -1240.30358 Ha
* HOMO level: -9.39 eV
* molar mass: 178.100 u
* net charge: 0
* energy above the lowest of the compared OMol25 structures with the same formula, charge and spin: 72.12 kcal/mol

Geometry as XYZ:
```
14
CH5F2N2O2PS, DFT wB97M-V/def2-TZVPD
C 1.279 -0.762 -1.273
N -1.458 -1.726 0.265
N -2.041 0.963 1.261
O 0.312 0.677 0.816
O 2.165 -0.812 1.294
F 2.517 1.247 0.185
F -1.420 0.606 -1.027
P -1.453 -0.267 0.367
S 1.508 -0.019 0.331
H 0.292 -1.309 -1.349
H 1.152 0.083 -2.098
H 2.042 -1.379 -1.472
H -2.877 0.811 1.830
H -2.018 1.887 0.869
```